Density functional theory data (ωB97M-V with the def2-TZVPD basis set) for C18H12ClCrFN3O6 as an isolated structure at a distorted geometry.

Each line ends with the Löwdin spin population.
Geometry (Å):
Cr: -0.2169 -0.2514 0.7383  1.022
O: -1.0339 -3.6292 -1.2062  -0.003
C: -1.0156 -2.5195 -0.7294  0.001
N: 0.0763 -1.7838 -0.3387  -0.007
C: 1.3551 -2.2530 -0.4821  0.002
O: 1.7322 -3.2343 -1.0808  -0.003
C: 2.3020 -1.3225 0.2234  0.000
C: 3.6745 -1.5262 0.1859  0.000
C: 4.4993 -0.6310 0.8461  -0.002
C: 3.9148 0.4357 1.5183  0.001
C: 2.5375 0.5598 1.5156  0.002
N: 1.7437 -0.2968 0.8791  0.006
C: -2.2526 -1.7065 -0.4891  -0.001
C: -3.5083 -2.1255 -0.9074  0.000
C: -4.5869 -1.2740 -0.7357  -0.001
C: -4.3634 -0.0342 -0.1444  0.001
C: -3.0860 0.2972 0.2632  0.003
N: -2.0471 -0.5206 0.1082  0.008
H: 4.0571 -2.3753 -0.3579  0.000
H: 5.5703 -0.7539 0.8331  0.000
H: 4.5191 1.1579 2.0412  0.000
H: 2.0430 1.3772 2.0271  0.000
H: -3.6017 -3.1109 -1.3400  0.000
H: -5.5783 -1.5629 -1.0504  0.000
H: -5.1665 0.6678 0.0122  0.000
H: -2.8675 1.2392 0.7441  0.000
F: 1.1077 4.2305 -3.2331  0.000
C: 0.7659 3.2144 -2.4123  0.002
C: 1.1355 1.9242 -2.7462  -0.001
C: 0.8078 0.8949 -1.8793  -0.004
C: 0.1164 1.1254 -0.6942  -0.040
C: -0.2442 2.4380 -0.4053  -0.004
C: 0.0696 3.4897 -1.2498  -0.002
H: 1.6826 1.7407 -3.6577  0.000
H: 1.0960 -0.1131 -2.1430  0.000
H: -0.7660 2.6492 0.5196  -0.001
H: -0.2104 4.5053 -1.0137  0.000
O: -0.7747 0.0946 4.5606  0.000
Cl: -0.8639 -0.1973 3.1964  0.002
O: -0.5510 1.0014 2.4363  0.015
O: -2.1555 -0.6249 2.8221  0.003
O: 0.0840 -1.1965 2.8263  0.000

As for the multiplicity: 2. The value obtained for the HOMO-LUMO gap (alpha / beta) is 7.530 / 7.465 eV. The total energy is -2913.1120 Ha. The net charge is 0. The expectation value of S² is 0.7664. For the LUMO energy (alpha / beta), the calculation gives -1.2093 / -0.9056 eV. Its strongest force on any atom is 0.0679 hartree/bohr. Its molar mass is 472.76 g/mol.